Version A
20
Properties=species:S:1:pos:R:3 method="wB97M-V/def2-TZVPD" charge=0 gap_ev=8.87 lumo_ev=0.88
C -2.382 -0.927 -0.408
C -1.696 -1.235 0.783
C -1.938 0.144 -1.147
C -0.533 -0.517 1.231
C -0.832 0.820 -0.685
C -0.208 0.646 0.504
C 1.718 -1.288 -0.833
C 0.964 1.530 0.806
N 1.807 -2.234 -0.181
P 2.409 0.893 -0.293
H -3.166 -1.390 -0.907
H -2.141 -2.016 1.457
H -2.470 0.379 -2.105
H 0.165 -0.798 2.036
H -0.220 1.600 -1.157
H 0.918 2.526 0.399
H 1.254 1.487 1.810
H 1.667 -2.966 0.474
H 2.984 2.126 -0.255
H 1.699 1.220 -1.529

---

Version B
20
Properties=species:S:1:pos:R:3 method="wB97M-V/def2-TZVPD" smiles="CP1C=c2[nH]ccc2=CC1" charge=0 gap_ev=7.63 lumo_ev=0.66
C -0.465 0.709 -2.497
C -0.542 -1.273 -0.894
C -0.513 1.962 -2.174
C -0.153 0.853 1.145
C -0.502 0.013 -1.226
C -0.507 0.972 -0.152
C -0.719 -1.848 0.488
C 1.670 -0.970 2.331
N -0.542 2.180 -0.810
P -0.203 -0.779 1.953
H -0.287 0.224 -3.502
H -0.434 -1.954 -1.763
H -0.632 2.756 -2.941
H 0.104 1.661 1.842
H -1.754 -1.948 0.810
H -0.164 -2.781 0.621
H 2.075 -1.925 2.569
H 1.843 -0.249 3.040
H 2.344 -0.640 1.477
H -0.618 3.037 -0.317

---

Least stable of them? version A.

---

Version A
24
Properties=species:S:1:pos:R:3 method="wB97M-V/def2-TZVPD" charge=+1 gap_ev="7.01 / 6.43" lumo_ev="-3.90 / -4.23"
C -1.787 -1.221 -0.032
C -0.586 -1.550 -0.649
C -0.795 0.716 -0.549
C 3.173 -1.482 -2.507
C 1.904 -1.368 -1.977
C -0.833 1.391 1.961
C 1.114 -0.227 -1.687
N -2.024 0.083 -0.081
N 0.040 -0.376 -0.947
N -0.174 1.602 3.120
N -2.134 1.621 1.893
N -0.219 1.227 0.774
H -2.517 -1.864 0.205
H -0.174 -2.490 -0.783
H -0.759 1.615 -1.217
H 3.601 -2.450 -2.477
H 3.751 -0.681 -3.003
H 1.514 -2.391 -1.749
H 1.371 0.794 -1.921
H -0.791 1.461 3.944
H 0.843 1.243 3.072
H -2.659 2.006 2.680
H -2.647 1.110 1.158
H 0.788 1.231 0.773

---

Version B
24
Properties=species:S:1:pos:R:3 method="wB97M-V/def2-TZVPD" charge=+1 gap_ev=7.59 lumo_ev=-4.24
C 2.996 0.155 -0.404
C 2.460 1.390 -0.188
C 1.907 -0.724 -0.099
C 1.071 1.299 0.096
C -2.599 -0.279 -0.432
C 2.032 -2.198 0.047
C 0.045 2.284 0.166
N -0.035 4.667 -0.058
N 0.085 3.521 0.270
N 0.776 -0.026 0.137
N -3.491 -1.278 -0.757
N -2.193 0.162 0.706
H 3.985 -0.057 -0.577
H 2.911 2.392 -0.205
H -1.739 -0.127 -1.080
H 0.987 -2.588 -0.020
H 2.709 -2.571 -0.747
H 2.460 -2.377 1.048
H -0.874 1.722 0.441
H -0.002 5.418 0.685
H 0.018 -0.572 0.536
H -3.373 -1.925 -1.521
H -4.183 -1.686 -0.075
H -2.806 0.050 1.444

---

Least stable of them? version B.

---

Version A
36
Properties=species:S:1:pos:R:3 method="wB97M-V/def2-TZVPD" smiles="CC[C@H](C)[C@H](NC(=O)[C@@H](N)CC(N)=O)C(=O)O" charge=0 gap_ev=9.96 lumo_ev=0.43
C 1.463 -0.972 -2.063
C 1.303 -0.785 -0.537
C 2.145 0.265 -2.742
C 1.156 1.273 -3.171
C -0.197 0.404 1.133
C 0.758 0.873 2.283
C -1.234 -0.649 1.419
C -0.898 -1.673 2.492
C -2.629 -0.005 1.704
C -2.642 0.854 2.971
H -0.424 -0.736 -3.007
H 0.018 -2.353 -2.588
H 2.177 -1.830 -2.118
H 2.793 0.791 -2.044
H 2.807 -0.165 -3.469
H 0.912 2.639 -4.639
H 2.544 1.902 -4.578
H 0.156 0.739 -0.910
H -0.688 1.355 0.991
H -1.388 -1.186 0.483
H -0.664 -1.266 3.490
H -1.830 -2.304 2.564
H 0.031 -2.257 2.253
H -2.686 0.683 0.870
H -3.371 -0.781 1.837
H -2.210 0.300 3.857
H -3.746 1.145 3.213
H -2.116 1.822 2.863
H 1.713 -0.746 1.799
N 0.362 -1.439 -2.890
N 1.523 1.983 -4.259
N 0.543 0.235 -0.141
O 1.941 -1.551 0.198
O 0.062 1.474 -2.588
O 0.592 2.002 2.780
O 1.721 -0.041 2.547

---

Version B
36
Properties=species:S:1:pos:R:3 method="wB97M-V/def2-TZVPD" charge=0 gap_ev=9.41 lumo_ev=-0.22
C -2.213 1.382 -0.261
C -0.788 1.310 0.242
C -2.326 1.488 -1.818
C -2.371 0.121 -2.460
C 1.096 -0.243 0.210
C 1.520 -1.484 -0.625
C 1.016 -0.800 1.688
C 2.449 -0.794 2.419
C 3.171 0.586 2.287
C 2.417 -1.311 3.838
H -2.453 2.262 1.642
H -3.043 3.706 -0.427
H -2.745 0.473 -0.041
H -3.476 1.728 -2.037
H -1.678 2.367 -2.150
H -2.486 0.893 -4.397
H -2.536 -0.868 -4.065
H -0.696 -0.663 -0.643
H 1.813 0.581 0.203
H 0.565 -1.749 1.766
H 0.484 0.067 2.186
H 3.219 -1.596 1.931
H 2.238 1.294 2.635
H 3.988 0.721 3.089
H 3.413 0.994 1.385
H 3.479 -1.122 4.164
H 1.694 -0.746 4.427
H 2.053 -2.402 3.714
H 3.447 -1.191 -0.248
N -3.231 2.271 0.441
N -2.144 0.093 -3.809
N -0.165 0.110 -0.175
O -0.193 2.094 1.009
O -2.494 -0.932 -1.854
O 0.774 -2.322 -1.025
O 2.872 -1.788 -0.812

---

Least stable of them? version B.

---

Version A
14
Properties=species:S:1:pos:R:3 method="wB97M-V/def2-TZVPD" charge=0 gap_ev=9.51 lumo_ev=0.73
C 0.696 1.009 0.373
C 0.457 -0.427 -0.019
C 1.475 -1.272 -0.224
C -0.913 -0.953 -0.098
C -2.006 -0.206 -0.051
H 0.271 2.759 -0.292
H 0.315 1.161 1.389
H 1.784 1.198 0.386
H 1.406 -2.346 -0.452
H -1.022 -2.032 -0.211
H -2.043 0.882 0.002
O 0.054 1.856 -0.560
F 2.760 -0.874 -0.142
F -3.234 -0.754 -0.101

---

Version B
14
Properties=species:S:1:pos:R:3 method="wB97M-V/def2-TZVPD" charge=0 gap_ev=10.91 lumo_ev=0.65
C 0.641 -1.173 0.177
C -0.664 -1.180 0.318
C -0.318 1.112 -0.373
C 1.293 0.059 -0.324
C -1.364 0.146 0.045
O 2.372 0.651 0.291
F -2.196 0.532 1.077
F -2.352 -0.205 -0.910
H 1.282 -2.148 0.401
H -1.209 -1.994 0.576
H -0.271 1.954 0.308
H -0.553 1.705 -1.341
H 1.387 -0.260 -1.416
H 1.954 0.800 1.171

---

Version C
14
Properties=species:S:1:pos:R:3 method="wB97M-V/def2-TZVPD" smiles=C#C[C@@H](CF)[C@H](O)F charge=0 gap_ev=10.64 lumo_ev=0.65
C -0.012 -0.436 -2.661
C -0.214 -0.350 -1.429
C 0.420 -1.251 0.797
C -0.465 -0.369 -0.021
C -0.367 1.247 0.540
O 0.958 1.594 0.654
F -0.073 -2.550 0.698
F -0.939 1.209 1.821
H 0.172 -0.589 -3.693
H 0.364 -0.795 1.810
H 1.587 -1.356 0.727
H -1.560 -0.792 0.160
H -1.008 1.930 -0.131
H 1.136 2.508 0.726

---

Least stable of them? version C.

---

Version A
25
Properties=species:S:1:pos:R:3 method="wB97M-V/def2-TZVPD" smiles="c1ccc(SCC2=NCCN2)cc1" charge=0 gap_ev=9.02 lumo_ev=0.49
C -1.649 -1.095 -0.792
C -0.793 1.601 0.171
C 0.593 1.597 0.406
C 0.959 2.340 1.489
C -0.015 2.641 2.430
C -1.353 2.873 2.228
C -1.722 2.401 0.947
C -0.320 -1.737 -0.920
C 1.222 -3.213 -0.465
C 1.737 -2.000 -1.654
H -2.399 -1.291 -1.615
H -1.995 -1.040 0.150
H 1.154 1.278 -0.470
H 1.974 2.251 1.660
H 0.303 3.124 3.351
H -1.819 3.506 2.907
H -2.863 2.249 0.461
H 1.989 -3.057 0.392
H 0.977 -4.427 -0.964
H 1.906 -2.574 -2.682
H 2.718 -1.409 -1.079
H 0.284 -1.024 -2.703
N -0.146 -2.756 -0.266
N 0.704 -1.050 -1.620
S -1.446 0.814 -1.362

---

Version B
25
Properties=species:S:1:pos:R:3 method="wB97M-V/def2-TZVPD" charge=0 gap_ev=8.26 lumo_ev=0.15
C 3.001 -0.562 -1.156
C 2.306 -1.680 -1.531
C 0.878 0.013 -0.957
C -2.238 -0.585 -0.810
C -1.819 -1.207 0.404
C -1.484 0.361 -1.388
C -1.043 -0.641 1.349
C -0.293 0.857 -0.714
C -0.659 0.850 1.200
C 0.605 1.213 2.015
N 2.133 0.473 -0.870
N 1.036 -1.259 -1.402
S -2.038 1.879 1.648
H 4.064 -0.629 -0.887
H 2.543 -2.749 -1.623
H -3.166 -0.850 -1.357
H -2.473 -2.112 0.432
H -1.827 0.839 -2.332
H -0.769 -1.067 2.345
H 0.134 1.797 -0.824
H 0.963 2.198 1.652
H 1.183 0.309 2.150
H 0.290 1.484 3.028
H 0.255 -1.875 -1.510
H -1.582 2.946 1.140

---

Least stable of them? version A.

---

Version A
96
Properties=species:S:1:pos:R:3 method="wB97M-V/def2-TZVPD" charge=-2 gap_ev=4.32 lumo_ev=3.32
Mg -0.921 0.442 -0.340
C -2.771 -1.117 1.853
C -3.256 -0.404 0.756
C -2.882 0.968 0.923
C -2.192 1.067 2.171
C -2.117 -0.212 2.722
C -1.363 -0.627 3.948
C -1.709 2.345 2.798
C -3.625 2.111 0.278
C -4.093 -0.933 -0.376
C -2.742 -2.603 2.031
H -0.795 0.204 4.373
H -0.645 -1.420 3.718
H -2.031 -1.004 4.734
H -1.601 3.135 2.049
H -0.737 2.226 3.285
H -2.402 2.719 3.563
H -3.048 3.039 0.290
H -4.574 2.313 0.796
H -3.873 1.896 -0.765
H -3.868 -0.420 -1.314
H -5.170 -0.810 -0.190
H -3.915 -1.999 -0.539
H -1.723 -2.982 1.893
H -3.386 -3.110 1.307
H -3.077 -2.900 3.032
F 7.444 0.032 6.294
C 6.461 -0.028 5.337
C 6.182 -1.238 4.739
C 5.179 -1.274 3.773
C 4.447 -0.149 3.372
C 4.788 1.039 4.026
C 5.781 1.122 5.003
Sb 2.339 -0.631 2.187
C 2.685 1.311 1.267
C 3.947 1.841 1.003
C 4.106 3.109 0.451
C 2.976 3.850 0.177
F 3.125 5.090 -0.376
C 1.707 3.383 0.438
C 1.580 2.111 0.986
C 3.599 -1.920 0.976
C 4.406 -1.473 -0.066
C 5.177 -2.349 -0.822
C 5.123 -3.694 -0.527
F 5.881 -4.562 -1.263
C 4.327 -4.190 0.481
C 3.569 -3.290 1.223
H 6.739 -2.122 5.028
H 4.966 -2.237 3.310
H 4.262 1.958 3.774
H 6.027 2.055 5.497
H 4.828 1.266 1.261
H 5.085 3.519 0.238
H 0.836 3.982 0.205
H 0.583 1.736 1.194
H 4.437 -0.418 -0.310
H 5.812 -2.003 -1.627
H 4.299 -5.255 0.672
H 2.923 -3.679 2.003
C 0.038 -1.585 -3.246
N 1.130 -0.887 -3.916
C 0.779 -0.476 -5.266
C 1.729 0.132 -3.150
N 1.132 0.613 -2.137
N 2.965 0.533 -3.648
C 3.867 -0.395 -4.292
C 3.602 1.707 -3.108
H -0.162 -2.506 -3.799
H -0.876 -0.982 -3.210
H 0.328 -1.823 -2.222
H -0.071 0.223 -5.268
H 0.500 -1.357 -5.849
H 1.626 0.007 -5.753
H 1.716 1.200 -1.549
H 3.358 -1.338 -4.469
H 4.740 -0.588 -3.659
H 4.226 0.010 -5.246
H 4.270 1.471 -2.270
H 2.859 2.420 -2.758
H 4.194 2.191 -3.891
Br -2.533 6.322 -6.369
C -2.207 5.010 -5.024
C -1.279 5.279 -4.033
C -1.053 4.321 -3.056
C -1.738 3.113 -3.081
C -2.657 2.863 -4.091
C -2.904 3.815 -5.070
C -1.470 2.072 -2.028
O -1.924 0.914 -2.196
O -0.791 2.402 -1.024
H -0.744 6.219 -4.024
H -0.340 4.493 -2.260
H -3.170 1.910 -4.097
H -3.623 3.632 -5.857
S 0.469 -1.287 0.529

---

Version B
96
Properties=species:S:1:pos:R:3 method="wB97M-V/def2-TZVPD" charge=-2 gap_ev=4.56 lumo_ev=3.36
Mg -1.502 -0.149 -0.293
C -2.694 -0.944 -2.468
C -2.452 -1.976 -1.518
C -1.161 -2.503 -1.790
C -0.608 -1.783 -2.861
C -1.551 -0.832 -3.290
C -1.344 0.205 -4.349
C 0.765 -1.985 -3.427
C -0.595 -3.769 -1.231
C -3.462 -2.592 -0.587
C -4.001 -0.249 -2.700
H -2.292 0.675 -4.627
H -0.915 -0.204 -5.271
H -0.682 1.015 -4.020
H 0.925 -3.008 -3.788
H 1.554 -1.792 -2.691
H 0.941 -1.316 -4.273
H -0.895 -4.642 -1.830
H -0.920 -3.967 -0.208
H 0.499 -3.774 -1.224
H -3.292 -3.668 -0.483
H -4.484 -2.467 -0.955
H -3.442 -2.185 0.433
H -4.543 -0.678 -3.554
H -3.891 0.818 -2.922
H -4.657 -0.318 -1.831
F 4.699 1.486 5.034
C 4.046 0.718 4.113
C 3.238 -0.308 4.556
C 2.575 -1.079 3.611
C 2.721 -0.848 2.245
C 3.530 0.213 1.853
C 4.204 1.005 2.776
Sb 1.592 -1.947 0.772
C 3.498 -3.189 0.153
C 4.567 -2.455 -0.370
C 5.650 -3.035 -1.023
C 5.650 -4.403 -1.184
F 6.706 -4.997 -1.822
C 4.617 -5.190 -0.727
C 3.561 -4.566 -0.065
C 1.111 -3.597 2.102
C -0.212 -3.927 2.394
C -0.531 -4.975 3.248
C 0.500 -5.677 3.836
F 0.198 -6.705 4.683
C 1.823 -5.371 3.611
C 2.112 -4.327 2.736
H 3.120 -0.481 5.619
H 1.914 -1.865 3.954
H 3.620 0.470 0.803
H 4.820 1.840 2.470
H 4.581 -1.371 -0.277
H 6.472 -2.443 -1.408
H 4.639 -6.261 -0.885
H 2.759 -5.208 0.292
H -1.006 -3.320 1.973
H -1.558 -5.236 3.468
H 2.603 -5.935 4.105
H 3.150 -4.082 2.547
C 0.706 4.289 -1.230
N -0.044 4.519 -0.012
C 0.045 5.889 0.447
C 0.063 3.495 0.952
N 0.903 2.555 0.780
N -0.792 3.665 2.043
C -0.590 2.774 3.172
C -2.193 3.967 1.796
H 0.369 5.006 -1.985
H 0.531 3.274 -1.575
H 1.787 4.416 -1.080
H 1.091 6.197 0.605
H -0.488 6.014 1.386
H -0.398 6.555 -0.298
H 0.709 1.765 1.400
H -0.885 1.738 2.967
H -1.172 3.158 4.013
H 0.465 2.766 3.452
H -2.303 4.492 0.850
H -2.584 4.604 2.597
H -2.793 3.051 1.746
Br -4.939 7.131 -3.296
C -4.178 5.522 -2.610
C -2.936 5.121 -3.071
C -2.383 3.952 -2.569
C -3.070 3.207 -1.619
C -4.319 3.626 -1.176
C -4.885 4.792 -1.669
C -2.457 1.955 -1.062
O -3.087 1.295 -0.200
O -1.327 1.596 -1.476
H -2.407 5.708 -3.809
H -1.416 3.603 -2.905
H -4.830 3.022 -0.439
H -5.856 5.123 -1.329
S -0.605 -0.692 1.774

---

Least stable of them? version A.

---

Version A
17
Properties=species:S:1:pos:R:3 method="wB97M-V/def2-TZVPD" charge=-1 gap_ev=6.40 lumo_ev=2.91
O -1.126 -2.009 2.083
C -1.814 -1.144 1.492
O -3.045 -0.997 1.480
C -1.015 -0.106 0.689
C 0.461 -0.254 0.733
C 1.392 0.437 -0.128
C 1.551 1.584 0.657
C 1.605 0.242 -1.455
H -1.351 -0.101 -0.358
H -1.287 0.925 0.932
H 0.863 -0.873 1.533
H -1.529 -0.948 -2.481
H 1.779 2.485 0.079
H 1.401 1.753 1.708
H 1.798 1.070 -2.123
H 1.438 -0.735 -1.873
H -1.122 -1.328 -2.968

---

Version B
17
Properties=species:S:1:pos:R:3 method="wB97M-V/def2-TZVPD" smiles="C=C(C)CCC(=O)[O-]" charge=-1 gap_ev=7.61 lumo_ev=3.62
O 1.223 -2.928 0.064
C 1.627 -2.130 0.948
O 2.431 -2.268 1.854
C 1.117 -0.633 0.897
C -0.374 -0.459 0.359
C -0.826 0.770 -0.300
C -0.874 1.979 0.339
C -1.060 0.883 -1.873
H 1.848 -0.257 0.019
H 1.355 -0.172 1.893
H -0.889 -0.690 1.245
H -0.467 -1.339 -0.302
H -0.676 1.826 1.328
H -1.327 2.879 0.028
H -1.832 0.203 -2.184
H -0.113 0.361 -2.140
H -1.163 1.976 -2.175

---

Least stable of them? version A.